Entry 1:
Here is 7 unconnected molecules or ions with the total composition C53H67F25N6O16P from OMol25. Energies are from wB97M-V/def2-TZVPD.

The geometry in XYZ format:
```
168
Properties=species:S:1:pos:R:3:forces:R:3
C -1.483009 -2.155968 0.634488 0.980 0.874 1.341
C -0.914539 -3.474441 -0.031214 -3.617 -0.268 -0.932
F -0.725707 -3.047730 -1.422604 0.695 -0.740 2.156
N 0.280921 -4.192528 0.581967 1.141 1.706 -4.040
C 1.215318 -3.063742 0.709666 2.321 0.874 5.286
O 1.370441 -2.596892 1.874849 -0.796 -1.672 -5.342
C 2.128145 -2.381033 -0.411868 -0.963 1.809 -0.983
F 1.528895 -1.093327 -0.684390 1.240 -2.873 0.527
F 2.187448 -3.052321 -1.653740 0.141 1.102 2.827
C 3.598651 -2.018768 0.195186 0.704 0.370 0.803
F 4.119757 -3.033303 1.037882 -1.412 1.895 -1.825
F 3.531642 -0.829325 0.989022 -0.097 -2.808 -2.058
C 4.705696 -1.751362 -0.949441 1.518 0.434 0.557
F 4.214780 -1.015330 -2.052464 1.017 -2.408 2.739
F 5.332968 -2.994908 -1.321368 -1.867 2.607 0.305
C 5.892260 -0.873394 -0.212711 2.560 4.181 -0.938
O 6.294494 0.199193 -0.716091 -2.313 -4.672 1.599
O 6.467464 -1.266250 1.038604 -1.019 -0.864 -2.576
C 0.491406 -5.269423 -0.392853 -1.014 -0.810 -0.807
N 1.625738 -5.904550 -0.694914 -1.431 0.547 0.535
C 1.710366 -6.957703 -1.780817 -0.201 -0.649 -1.804
C 2.886730 -6.610764 -2.862216 -0.840 -0.244 0.005
N 2.451934 -7.138999 -4.215521 0.131 -0.833 1.082
C 2.932989 -5.639545 0.010842 1.131 -0.502 0.976
C 3.755898 -7.014897 0.337357 0.956 0.950 -0.236
C 4.668229 -6.708192 1.646106 -1.179 -0.375 -0.221
C 5.762671 -7.869378 1.839535 -1.091 0.634 0.214
N 7.175505 -7.397007 1.858578 1.678 -1.112 0.307
C 7.780732 -6.121711 1.547983 3.472 -2.214 1.053
C 9.306826 -6.297846 1.761263 -3.554 -2.975 0.286
C 9.516767 -7.796255 2.188865 -4.301 1.168 -0.764
C 8.111997 -8.449841 2.232629 3.556 4.377 -0.874
N -0.834935 -5.563252 -1.020960 0.887 -1.351 3.255
P -1.445862 -7.227585 -0.789110 3.580 -3.687 0.830
O -0.630245 -8.041441 0.243959 -1.969 2.312 -2.008
C -1.850235 -4.810143 -0.141333 0.619 3.240 -0.037
C -1.978736 -5.249495 1.407246 -1.138 -1.408 0.870
C -3.371851 -5.953244 1.795754 -0.722 0.765 3.060
N -3.766945 -5.799888 3.055050 0.833 -0.401 -3.788
C -3.174549 -4.524937 -1.003876 -0.146 0.807 -0.276
C -3.032133 -4.732443 -2.587423 -1.259 0.816 -1.077
C -4.501093 -4.625710 -3.257568 -2.764 -0.513 -1.486
C -5.135034 -5.960784 -3.753775 -1.713 2.420 -0.535
C -6.512764 -6.022444 -4.453645 1.246 4.001 1.178
C -7.302055 -4.671702 -4.655415 3.519 0.331 1.613
C -6.682867 -3.311367 -4.162680 1.760 -3.523 0.406
C -5.276458 -3.303382 -3.459237 -1.531 -2.906 -1.236
H -2.574952 -1.912987 0.418742 1.503 -0.857 -0.070
H -0.867798 -1.252455 0.251560 -0.949 -1.602 0.477
H -1.367561 -2.119169 1.786171 -0.122 -0.375 -1.891
H 7.213445 -1.889139 0.850801 -0.730 0.596 0.214
H 1.810001 -8.016588 -1.355555 -0.048 1.760 -0.260
H 0.750292 -6.977392 -2.429136 1.437 0.474 1.352
H 2.916223 -5.472018 -2.945104 0.372 -1.514 0.229
H 3.883037 -7.098335 -2.595567 -1.331 1.075 0.023
H 3.256114 -7.603750 -4.669342 -0.598 0.515 0.307
H 1.759684 -7.905748 -4.090292 0.665 0.735 -0.121
H 3.575382 -4.961188 -0.654000 -0.991 -0.982 1.019
H 2.780915 -5.164487 1.056517 -0.211 -0.538 -1.945
H 3.062598 -7.911669 0.462862 0.949 1.296 0.042
H 4.513698 -7.224623 -0.511979 -1.479 0.253 1.222
H 5.103736 -5.659534 1.526275 -0.364 -1.539 0.209
H 3.933390 -6.672470 2.539919 1.388 -0.030 -1.267
H 5.567315 -8.375297 2.859714 0.304 0.672 -1.801
H 5.607716 -8.625681 0.983800 0.397 1.022 1.385
H 7.189250 -5.191244 1.228972 1.024 -1.907 0.658
H 10.117106 -5.513365 1.613115 -1.448 -1.277 0.248
H 10.484686 -8.345426 2.425549 -1.568 1.060 -0.407
H 7.813136 -9.518455 2.479076 0.263 1.900 -0.426
H -2.866493 -7.276287 -0.589479 0.752 0.822 -0.224
H -1.216410 -7.882610 -2.066032 -0.587 0.908 0.584
H -1.880024 -4.366717 2.149153 -0.280 -1.293 -1.526
H -1.156030 -5.990529 1.750300 -1.259 1.136 -0.893
H -4.040520 -6.548631 1.088755 1.223 0.823 0.552
H -4.682251 -6.258939 3.197403 0.584 0.095 -0.098
H -4.105018 -5.096143 -0.672891 1.475 0.609 -0.180
H -3.424715 -3.404662 -0.847816 0.285 -1.897 -0.187
H -2.388940 -3.921652 -3.097470 -0.817 -1.314 1.120
H -2.610524 -5.739570 -2.918026 -0.544 1.230 0.658
H -4.534506 -6.934397 -3.606675 -1.086 1.717 -0.298
H -6.970961 -6.990468 -4.842117 0.852 1.514 0.711
H -8.309328 -4.652262 -5.193425 1.622 -0.148 0.940
H -7.262818 -2.331942 -4.336580 1.134 -1.793 0.365
H -4.826579 -2.304549 -3.127545 -0.716 -1.669 -0.544
C -14.206396 -5.512484 -5.128818 0.192 -0.179 -0.263
C -13.530169 -5.480977 -3.771839 -0.628 0.573 -0.185
O -12.641446 -6.600165 -3.619459 1.219 -0.393 -0.119
C -11.431182 -6.477608 -4.200719 -1.521 1.492 -0.006
O -11.072070 -5.511133 -4.823334 0.332 -0.909 0.337
C -10.577840 -7.706997 -3.922265 0.970 -1.813 0.310
F -11.250660 -8.860753 -4.110064 -0.039 0.703 -0.047
F -10.131283 -7.731286 -2.647813 -0.322 0.432 -0.357
F -9.489087 -7.769694 -4.710255 -0.507 0.467 0.098
H -14.711207 -6.469358 -5.283506 -0.062 0.114 0.121
H -14.938651 -4.707143 -5.213596 0.058 -0.064 0.067
H -13.478074 -5.402960 -5.935631 -0.047 0.111 0.104
H -14.282767 -5.568360 -2.985880 0.262 -0.279 0.030
H -12.999354 -4.539334 -3.606490 0.149 -0.230 -0.099
C 2.324784 2.772042 1.481365 0.002 0.247 0.200
C 1.043206 1.961382 1.493240 0.496 -0.037 -0.565
O 0.326695 2.159708 2.722389 -0.818 0.476 0.521
C -0.412039 3.287579 2.801915 0.963 -0.374 -1.693
O -0.488846 4.105606 1.921239 -0.273 -0.331 1.043
C -1.155039 3.349409 4.132961 -0.974 0.276 1.918
F -0.363255 3.038916 5.181148 0.030 0.056 -0.695
F -2.192536 2.485265 4.167903 0.489 0.152 -0.473
F -1.663070 4.568636 4.388296 0.463 -0.470 -0.618
H 2.932610 2.541372 2.360076 -0.016 -0.122 -0.117
H 2.906796 2.560962 0.581823 -0.059 -0.015 0.059
H 2.114406 3.843507 1.512494 -0.029 -0.105 -0.158
H 1.283433 0.897282 1.437043 -0.172 0.051 0.321
H 0.409440 2.194663 0.632730 -0.050 0.161 0.235
C 1.103289 7.028803 3.783458 0.100 0.299 0.074
C 1.851877 5.808747 4.284148 -0.776 0.042 -0.157
O 3.233323 6.121871 4.520905 0.821 0.220 0.697
C 3.506843 6.742296 5.688688 -1.916 -0.502 -0.371
O 2.672862 7.036727 6.505721 1.112 0.001 -0.318
C 5.008627 6.972475 5.834583 2.050 0.497 0.254
F 5.569918 7.469444 4.711424 -0.614 -0.202 0.202
F 5.665244 5.825635 6.113535 -0.651 0.162 -0.122
F 5.313645 7.836102 6.820289 -0.701 -0.407 -0.377
H 1.594441 7.444166 2.899691 -0.078 -0.152 -0.018
H 0.072919 6.771850 3.529100 0.095 -0.036 0.001
H 1.085936 7.818342 4.538365 -0.066 -0.151 0.020
H 1.832327 5.029345 3.519393 0.375 0.085 0.066
H 1.388775 5.390891 5.182757 0.212 0.184 0.045
C 5.904543 0.939690 -3.964908 0.291 -0.080 -0.132
C 5.046763 1.598014 -5.028163 -0.278 -0.258 0.638
O 5.856587 2.069853 -6.115775 0.369 -0.243 -1.019
C 6.228254 1.140609 -7.021635 -1.147 -0.504 1.499
O 5.926389 -0.024263 -6.959125 0.505 0.819 -0.502
C 7.039862 1.782121 -8.143081 1.279 0.799 -1.536
F 7.985835 2.625341 -7.678729 -0.509 -0.423 0.226
F 6.259659 2.503798 -8.976058 -0.106 -0.387 0.577
F 7.679133 0.876409 -8.905780 -0.556 0.071 0.678
H 6.690971 1.623396 -3.635723 -0.157 0.016 0.056
H 5.305384 0.650201 -3.101640 0.074 0.187 -0.143
H 6.400902 0.046664 -4.352493 -0.142 0.020 -0.010
H 4.547383 2.472211 -4.605670 0.210 0.101 -0.292
H 4.265013 0.924532 -5.390836 0.237 0.016 -0.157
C 3.376256 11.096643 5.352117 -0.338 -0.122 0.081
C 3.470583 12.156571 4.272035 0.588 -0.047 0.579
O 2.437368 11.975266 3.290138 -1.093 0.297 -0.398
C 1.217868 12.450181 3.619552 1.585 0.246 1.317
O 0.962183 12.995737 4.662175 -0.377 -0.372 -1.033
C 0.234082 12.234324 2.473675 -1.287 -0.381 -1.474
F 0.308068 10.990327 1.953943 0.246 0.365 0.479
F 0.458010 13.086862 1.450596 0.240 -0.114 0.612
F -1.047949 12.413570 2.845998 0.739 0.036 0.298
H 3.390831 10.096550 4.910676 0.148 0.085 -0.024
H 4.206817 11.186338 6.055101 -0.038 0.007 -0.094
H 2.441205 11.183642 5.910234 0.125 0.093 0.006
H 4.423239 12.060828 3.747429 -0.290 -0.025 -0.245
H 3.434335 13.165593 4.691817 -0.248 -0.126 -0.092
C -3.540564 14.121283 1.148383 -0.241 0.127 -0.240
C -4.065574 13.529260 2.442084 0.741 -0.196 -0.266
O -5.304350 14.151317 2.819244 -1.187 -0.080 -0.032
C -6.408818 13.699360 2.188943 1.814 -0.803 -0.386
O -6.404128 12.832928 1.351839 -0.582 0.725 0.616
C -7.652588 14.408285 2.716578 -1.704 1.035 0.541
F -7.483553 15.743868 2.815223 0.321 -0.567 -0.177
F -7.991919 13.973748 3.949728 0.480 -0.143 -0.441
F -8.730966 14.218562 1.933858 0.819 -0.219 0.096
H -3.453846 15.207646 1.231317 0.103 -0.100 0.097
H -2.561735 13.704758 0.902825 -0.073 0.025 0.081
H -4.220159 13.919003 0.317269 0.080 -0.101 0.083
H -3.356295 13.725847 3.248273 -0.342 0.136 0.079
H -4.181446 12.444095 2.372300 -0.223 0.167 -0.053
```
Forces are in eV/Å.

Calculated values
charge	+1

---

Entry 2:
Here is 2 unconnected molecules or ions with the total composition C4H10NO3 from OMol25. Energies are from wB97M-V/def2-TZVPD.

The geometry in XYZ format:
```
18
Properties=species:S:1:pos:R:3:forces:R:3
C -1.757276 -1.202691 -1.063124 -1.418 1.281 0.050
N -1.640981 -0.166962 -0.015438 1.245 -0.675 1.220
C -1.831081 -0.804081 1.312690 -1.394 -0.822 -0.862
C -0.363274 0.593041 0.022163 0.245 0.540 -1.529
C 0.866739 0.150456 -0.865259 -0.558 -0.731 0.140
O 0.628467 -0.241655 -2.026383 0.178 0.363 0.369
O 1.985599 0.257959 -0.301355 0.304 0.045 0.080
H -0.896708 -1.865746 -1.177284 -0.149 0.081 -0.117
H -2.041585 -0.653390 -1.967748 0.803 -0.415 -0.278
H -2.695482 -1.732809 -0.839698 0.367 -0.314 0.177
H -1.894278 -1.889199 1.158498 0.122 -0.065 0.207
H -2.836750 -0.533418 1.682106 0.425 0.103 0.289
H -1.073518 -0.661676 2.075300 0.158 0.510 -0.091
H -0.535299 1.600177 -0.386952 -0.204 0.022 0.165
H -0.028729 0.731616 1.036821 0.027 -0.022 0.258
H 2.700348 2.007212 1.669592 -0.558 0.137 0.843
H 2.221619 0.699857 1.481630 -0.877 -0.134 0.188
O 2.140919 1.391792 2.191249 1.286 0.097 -1.109
```
Forces are in eV/Å.

Calculated values
energy relative to the best compared isomer or geometry (same formula, charge and spin)	1.818	eV
charge	-1

---

Entry 3:
Here is 2 unconnected molecules or ions with the total composition C7H15N from OMol25. Energies are from wB97M-V/def2-TZVPD.

The geometry in XYZ format:
```
23
Properties=species:S:1:pos:R:3:forces:R:3
H 0.423914 -1.072545 1.951304 0.015 0.842 0.689
N -0.562529 -0.894481 1.769284 0.388 -1.519 -0.917
C -0.824701 0.140278 1.104585 -2.112 0.974 0.320
C -0.044749 1.423388 1.035393 0.701 -0.541 -0.791
C -2.283002 0.241284 0.547101 0.766 0.091 0.572
C -2.397191 0.645585 -0.918492 0.022 -0.024 0.181
H -0.627707 2.260472 1.415655 -0.063 -0.107 0.227
H 0.914248 1.319548 1.541004 -0.106 0.163 0.122
H 0.166388 1.652779 -0.008553 0.088 0.133 -0.128
H -2.790098 0.990413 1.163557 -0.086 -0.006 -0.002
H -2.774681 -0.716964 0.720850 0.136 0.045 0.036
H -1.971938 1.631378 -1.095736 0.126 0.032 -0.094
H -1.904383 -0.085705 -1.557527 0.053 0.047 -0.123
H -3.446560 0.699919 -1.207547 -0.009 -0.064 -0.031
C 2.961573 -0.061852 -0.156305 -0.208 0.235 0.042
C 2.125920 -1.081908 -0.241267 0.125 -0.753 0.514
C 1.261157 -1.445419 -1.399324 -0.044 0.181 0.146
H 3.597502 0.101687 0.698044 0.013 -0.052 0.218
H 2.990123 0.705745 -0.913854 0.131 0.008 -0.325
H 2.046169 -1.788152 0.599711 0.309 0.247 -0.315
H 1.217609 -0.630900 -2.119093 -0.173 0.020 -0.103
H 0.270441 -1.706212 -1.023989 -0.119 0.107 -0.224
H 1.652493 -2.328338 -1.904803 0.047 -0.059 -0.015
```
Forces are in eV/Å.

Calculated values
energy relative to the best compared isomer or geometry (same formula, charge and spin)	1.322	eV
SMILES string	[H]/N=C(\C)CC.C=CC

---

Sequential LUMO energy output: -0.167 0.146 0.036 Ha
Sequential HOMO energy output: -10.0 -4.0 -9.2 eV
Sequential max |F| output: 5.8 1.9 2.3 eV Å⁻¹